1.
{"formula": "C5H10OS", "method": "ωB97M-V/def2-TZVPD", "species": ["C", "C", "C", "C", "C", "O", "S", "H", "H", "H", "H", "H", "H", "H", "H", "H", "H"], "xyz": [[-1.4230, -0.6529, -0.8210], [-0.9678, 0.3919, 0.0662], [-1.1275, -0.0298, 1.5426], [0.5703, 0.7813, -0.1923], [1.8636, -0.1789, -0.3285], [1.8632, -1.3892, -0.1000], [3.3986, 0.6938, -0.6705], [-2.4737, -0.5725, -0.8864], [-1.0340, -1.6172, -0.4612], [-1.0671, -0.5883, -1.9080], [-1.4642, 1.3777, -0.2291], [-0.4331, -0.8544, 1.8593], [-1.0512, 0.7493, 2.2736], [-2.1198, -0.3978, 1.5324], [0.5997, 1.2671, -1.1309], [0.9429, 1.4970, 0.5364], [3.9231, -0.4771, -1.0825]], "forces_ev_per_a": [[1.06, -1.76, -2.70], [3.78, 2.65, 1.11], [0.42, -0.48, -0.82], [0.99, -1.07, 0.06], [-2.28, -2.10, 1.67], [-0.04, 2.46, -0.85], [-0.37, -0.37, -0.36], [-1.38, -0.68, 0.06], [-0.60, 0.05, -0.17], [-0.25, 0.27, 1.43], [0.33, -1.17, 0.94], [-0.56, 0.70, -0.67], [0.10, 0.67, 0.20], [-1.17, -0.65, 0.80], [0.00, 0.88, -1.12], [-0.26, 0.33, 0.24], [0.22, 0.28, 0.18]], "lowdin_charge": [-0.119, -0.431, -0.067, -0.140, -0.724, -0.027, 0.788, 0.065, 0.095, 0.115, 0.154, 0.105, 0.066, 0.056, 0.074, 0.098, -0.109], "smiles": "CC(C)CC(=O)S", "gap_ev": 10.47, "homo_energy_ha": -0.35574}


2.
{"formula": "C3H6O3S", "method": "ωB97M-V/def2-TZVPD", "species": ["C", "C", "C", "O", "O", "O", "S", "H", "H", "H", "H", "H", "H"], "xyz": [[-1.3482, 0.5004, 0.2986], [1.6399, -0.3327, -0.7387], [0.8275, -0.5874, 0.6514], [-3.4628, -1.0317, -0.3599], [-0.6832, 1.6993, 0.2540], [-0.5288, -0.6450, 0.5060], [-2.9444, 0.3341, -0.2009], [1.7695, -1.2993, -1.0706], [1.0872, 0.2307, -1.3496], [2.5762, 0.0654, -0.4310], [1.1860, 0.2077, 1.3535], [1.2037, -1.4675, 0.9805], [-1.3226, 2.3258, 0.1065]], "forces_ev_per_a": [[2.52, -2.51, -0.61], [-0.30, -1.52, 5.05], [2.69, 4.79, -1.97], [0.23, -0.50, 0.22], [1.56, -3.91, 1.04], [-4.11, 2.03, -0.34], [0.68, 1.07, 0.31], [0.44, -1.91, -1.45], [-1.78, 2.36, -2.49], [0.79, 0.61, -0.18], [-0.72, -0.50, -0.30], [0.41, -2.92, 1.33], [-2.41, 2.93, -0.62]], "lowdin_charge": [-0.544, 0.000, -0.224, -0.577, 0.068, -0.056, 0.932, 0.044, 0.024, 0.069, 0.131, 0.081, 0.053], "gap_ev": 8.76, "homo_energy_ha": -0.31305}


3.
{"formula": "C30H30FeIN9OS4", "method": "ωB97M-V/def2-TZVPD", "species": ["Fe", "C", "C", "N", "N", "C", "N", "S", "C", "C", "C", "C", "C", "N", "H", "H", "H", "H", "H", "H", "H", "H", "H", "H", "C", "N", "C", "C", "C", "C", "C", "N", "C", "C", "C", "C", "C", "C", "H", "H", "H", "H", "H", "H", "H", "H", "H", "H", "H", "N", "C", "O", "C", "I", "H", "H", "H", "H", "S", "C", "S", "C", "N", "N", "C", "C", "C", "C", "C", "C", "S", "H", "H", "H", "H", "H"], "xyz": [[-0.0506, -0.0727, -0.0575], [0.8185, 1.3392, 4.1411], [0.2721, 1.3723, 2.7447], [0.9619, 1.3254, 1.6535], [2.3099, 1.2935, 1.6622], [2.9994, 1.3158, 0.4942], [4.3510, 1.3283, 0.5704], [2.2408, 1.4303, -0.9755], [-1.1745, 1.3896, 2.5485], [-2.0261, 2.1347, 3.3696], [-3.3886, 2.0983, 3.1420], [-3.8684, 1.3060, 2.1048], [-2.9543, 0.6173, 1.3234], [-1.6436, 0.6575, 1.5213], [1.6477, 0.6356, 4.2103], [0.0486, 0.9824, 4.8185], [1.1539, 2.3258, 4.4617], [2.8085, 1.1947, 2.5459], [4.8183, 1.0023, 1.4009], [4.8346, 1.2124, -0.3053], [-1.6173, 2.7473, 4.1612], [-4.0645, 2.6684, 3.7656], [-4.9253, 1.2096, 1.9135], [-3.2795, -0.0177, 0.5110], [2.7194, -2.1015, 0.0483], [1.3988, -1.8513, -0.4595], [0.7570, -2.8572, -0.9476], [-0.5756, -2.7401, -1.3800], [-1.4390, -3.7251, -1.8766], [-2.6660, -3.1095, -2.0652], [-2.4990, -1.7804, -1.6807], [-1.2462, -1.5408, -1.2720], [3.8373, -1.7181, -0.8858], [3.6069, -1.2625, -2.1747], [4.6707, -1.0134, -3.0243], [5.9682, -1.2103, -2.5874], [6.2035, -1.6354, -1.2895], [5.1435, -1.8911, -0.4426], [2.8429, -3.1741, 0.2672], [2.8390, -1.5644, 0.9952], [1.2229, -3.8468, -1.0056], [-1.1806, -4.7501, -2.0560], [-3.5730, -3.5622, -2.4167], [-3.2326, -0.9922, -1.7178], [2.5891, -1.1019, -2.4946], [4.4896, -0.6817, -4.0334], [6.7997, -1.0399, -3.2531], [7.2140, -1.7904, -0.9417], [5.3192, -2.2413, 0.5683], [-1.0415, 0.4078, -3.4279], [-1.1927, 1.5113, -2.6997], [-0.9257, 1.5738, -1.5066], [-1.7660, 2.7136, -3.4179], [-0.6659, 3.1745, -5.2079], [-0.7995, -0.4378, -2.9139], [-1.2684, 0.3634, -4.4069], [-1.7409, 3.5895, -2.7754], [-2.7909, 2.5079, -3.7248], [-4.9519, -2.6129, 3.5593], [-3.3444, -2.2748, 3.5257], [-2.2567, -2.6526, 2.2059], [-0.9618, -1.7710, 3.0897], [-1.3719, -1.2863, 4.2104], [-2.6602, -1.5915, 4.4716], [-3.2285, -1.1524, 5.6852], [-3.9272, -2.0445, 6.4894], [-4.5341, -1.5863, 7.6435], [-4.4429, -0.2504, 7.9969], [-3.7101, 0.6266, 7.2143], [-3.0937, 0.1776, 6.0613], [0.5883, -1.6698, 2.4714], [-3.9927, -3.0830, 6.2057], [-5.0877, -2.2705, 8.2683], [-4.9440, 0.1074, 8.8822], [-3.6344, 1.6682, 7.4935], [-2.5211, 0.8444, 5.4346]], "forces_ev_per_a": [[0.04, -0.30, 0.21], [0.06, 0.22, -0.15], [1.54, -0.10, -0.51], [-1.11, 0.10, 0.23], [0.56, -0.24, 1.04], [0.01, 0.30, -0.57], [-0.35, -0.09, 0.42], [-0.43, -0.02, -0.16], [-1.11, -0.05, -0.34], [0.45, -0.16, -0.26], [-0.10, -0.21, -0.37], [0.13, 0.11, 0.29], [-0.21, -0.12, -0.12], [0.56, 0.47, -0.18], [-0.01, -0.03, -0.04], [-0.01, -0.06, 0.05], [0.05, 0.13, 0.03], [-0.23, 0.03, -0.24], [0.07, 0.03, 0.02], [-0.01, -0.10, 0.00], [0.06, -0.04, 0.05], [-0.01, -0.03, 0.00], [-0.06, -0.02, -0.03], [-0.06, -0.02, -0.06], [0.17, -0.12, 0.09], [-0.79, 0.06, -0.42], [0.81, 0.29, 0.32], [-1.02, -0.19, -0.41], [0.63, 0.16, 0.26], [-0.33, 0.26, -0.04], [-0.37, -0.09, -0.08], [1.02, 0.38, 0.78], [-0.03, -0.04, -0.02], [-0.01, -0.15, 0.12], [0.07, -0.04, -0.03], [0.12, 0.08, -0.06], [0.18, -0.05, 0.09], [-0.09, 0.05, -0.02], [-0.06, 0.18, 0.13], [-0.01, -0.08, 0.00], [0.00, 0.08, 0.05], [0.03, -0.26, -0.04], [-0.17, -0.05, -0.09], [-0.12, 0.12, 0.04], [-0.04, -0.05, -0.10], [-0.05, 0.09, -0.16], [0.09, 0.06, -0.10], [0.13, 0.00, 0.00], [0.03, -0.04, 0.03], [0.25, -0.37, 0.13], [-0.15, 0.11, -0.69], [0.10, -0.15, 0.86], [0.04, 0.16, -0.03], [-0.18, 0.04, 0.21], [-0.14, 0.00, -0.18], [0.03, 0.09, 0.08], [0.09, -0.12, -0.05], [0.08, 0.04, -0.04], [-0.64, -0.25, -0.29], [-0.07, 0.00, -0.28], [0.26, 0.51, 0.99], [-0.94, -0.60, -0.15], [1.11, 0.54, 0.34], [-0.62, -0.62, -0.56], [-0.19, 0.23, 0.53], [0.17, 0.05, -0.07], [0.00, 0.03, 0.01], [-0.02, 0.08, 0.04], [-0.04, 0.05, 0.08], [0.03, -0.19, -0.17], [0.88, -0.03, -0.64], [-0.03, -0.02, -0.05], [-0.04, -0.09, 0.03], [-0.04, 0.05, 0.14], [0.04, 0.05, 0.04], [0.00, -0.03, 0.03]], "lowdin_charge": [0.749, -0.032, -0.309, 0.004, -0.004, -0.846, 0.114, 0.740, -0.236, -0.024, -0.044, -0.021, -0.116, 0.071, 0.066, 0.071, 0.094, 0.150, 0.109, 0.092, 0.121, 0.118, 0.113, 0.102, -0.243, -0.085, -0.114, -0.343, -0.051, -0.097, -0.211, -0.048, -0.239, -0.089, -0.081, -0.100, -0.099, -0.068, 0.129, 0.066, 0.143, 0.098, 0.087, 0.097, 0.087, 0.103, 0.098, 0.099, 0.116, 0.175, -0.660, -0.059, -0.531, 0.786, 0.084, 0.084, 0.053, 0.055, 0.573, -1.124, 0.952, -1.131, 0.020, -0.168, -0.231, -0.050, -0.074, -0.093, -0.084, -0.017, 0.619, 0.100, 0.105, 0.099, 0.100, 0.077], "gap_ev": [6.47, 6.42], "multiplicity": 5, "homo_energy_ha": [-0.25206, -0.25334]}


4.
{"formula": "C21H31CoF5P2S", "method": "ωB97M-V/def2-TZVPD", "species": ["P", "P", "C", "C", "H", "H", "H", "H", "C", "H", "H", "H", "C", "H", "H", "H", "C", "H", "H", "H", "C", "H", "H", "H", "Co", "C", "C", "C", "C", "C", "C", "C", "C", "C", "H", "H", "H", "H", "H", "H", "H", "H", "H", "H", "H", "H", "H", "H", "H", "F", "C", "C", "F", "C", "F", "C", "S", "C", "F", "C", "F"], "xyz": [[0.1952, -1.3934, -6.6225], [0.0099, 1.7935, -6.5104], [-0.2017, -0.4746, -8.1966], [0.2817, 0.9810, -8.1675], [-1.2919, -0.4987, -8.3183], [0.2325, -1.0133, -9.0502], [1.3592, 1.0157, -8.3711], [-0.2158, 1.5734, -8.9478], [-1.5934, 2.6625, -6.8593], [-1.8143, 3.3540, -6.0398], [-2.4088, 1.9344, -6.9080], [-1.5602, 3.2257, -7.8004], [1.1627, 3.2336, -6.7165], [0.9916, 3.7684, -7.6590], [2.1978, 2.8782, -6.6927], [1.0279, 3.9314, -5.8838], [-0.9675, -2.8242, -6.8372], [-0.7693, -3.5749, -6.0654], [-0.8669, -3.2941, -7.8234], [-1.9984, -2.4780, -6.7122], [1.7692, -2.2266, -7.1477], [2.5773, -1.4914, -7.2088], [1.6661, -2.7263, -8.1192], [2.0523, -2.9696, -6.3951], [0.0000, 0.0000, 0.0000], [0.6643, 1.5296, -1.4765], [-0.7231, 1.4638, -1.5542], [-1.5010, 0.7460, -2.6450], [-1.8782, -0.7084, -2.2713], [-0.8111, -1.4429, -1.4904], [0.5616, -1.3680, -1.7026], [1.2279, -0.5848, -2.8217], [1.6454, 0.8459, -2.4027], [0.0836, -1.4670, 1.4686], [1.0915, 2.3178, -0.8596], [-1.2845, 2.1868, -0.9671], [-0.9303, 0.7636, -3.5775], [-2.4236, 1.3027, -2.8395], [-2.7805, -0.6897, -1.6506], [-2.1392, -1.2702, -3.1812], [-1.1764, -2.2677, -0.8813], [1.1773, -2.1222, -1.2181], [0.5659, -0.5489, -3.6913], [2.1243, -1.1265, -3.1410], [2.6054, 0.7932, -1.8780], [1.8153, 1.4614, -3.2994], [0.7986, -1.2023, 2.2542], [0.3588, -2.4439, 1.0505], [-0.9072, -1.5552, 1.9328], [0.4456, 1.0644, 7.5245], [0.2040, 1.1262, 6.1867], [0.6987, 2.1898, 5.4391], [1.4076, 3.1736, 6.0523], [0.4487, 2.2626, 4.0569], [0.9144, 3.3342, 3.3644], [-0.3246, 1.2803, 3.4071], [-0.7165, 1.5602, 1.6310], [-0.8697, 0.2389, 4.2046], [-1.7355, -0.6687, 3.7058], [-0.5793, 0.1548, 5.5759], [-1.0976, -0.8576, 6.3203]], "forces_ev_per_a": [[-0.06, -0.73, -0.28], [0.02, 0.75, -0.20], [-0.08, -0.03, 0.10], [0.09, 0.01, 0.10], [0.11, -0.03, 0.07], [-0.17, 0.08, 0.11], [-0.10, 0.02, 0.08], [0.18, -0.09, 0.09], [0.10, -0.05, 0.03], [0.02, -0.09, -0.10], [0.08, 0.07, -0.01], [0.00, -0.09, 0.15], [-0.14, -0.05, -0.08], [0.04, -0.06, 0.14], [-0.13, 0.04, 0.00], [0.00, -0.09, -0.11], [0.13, 0.05, -0.09], [-0.01, 0.09, -0.10], [-0.04, 0.05, 0.14], [0.13, -0.04, -0.01], [-0.10, 0.05, 0.04], [-0.08, -0.07, 0.00], [0.01, 0.08, 0.15], [-0.03, 0.10, -0.09], [-0.16, -0.34, 2.16], [-1.35, 0.49, -0.89], [1.41, 0.68, -0.66], [0.10, -0.20, 0.06], [0.05, 0.26, 0.21], [1.37, -0.61, -1.33], [-1.57, -0.59, -0.64], [-0.15, 0.21, 0.09], [-0.02, -0.28, 0.16], [0.12, -0.18, -0.27], [-0.16, -0.25, 0.25], [0.11, -0.19, 0.20], [-0.05, 0.02, 0.12], [0.14, -0.05, 0.09], [0.07, -0.02, -0.08], [0.13, 0.06, 0.18], [0.15, 0.32, 0.25], [-0.11, 0.24, 0.26], [0.14, -0.02, 0.11], [-0.14, 0.04, 0.07], [-0.06, 0.04, -0.08], [-0.11, -0.10, 0.18], [-0.01, -0.04, -0.06], [0.08, 0.05, 0.08], [0.32, 0.02, -0.31], [-0.16, 0.04, -1.10], [0.08, 0.09, 0.58], [0.25, 0.56, -0.44], [-0.46, -0.75, -0.40], [-0.19, -0.23, 0.32], [-0.24, -0.90, 0.69], [-0.45, -0.04, -0.82], [0.00, 0.09, 1.28], [0.34, 0.58, 0.15], [0.50, 0.64, 0.29], [-0.38, -0.40, -0.28], [0.39, 0.77, -0.54]], "lowdin_charge": [0.812, 0.806, -0.454, -0.454, 0.072, 0.076, 0.072, 0.076, -0.312, 0.030, 0.029, 0.036, -0.322, 0.038, 0.028, 0.030, -0.321, 0.030, 0.038, 0.027, -0.311, 0.029, 0.036, 0.030, 0.433, -0.171, -0.174, -0.166, -0.159, -0.160, -0.140, -0.177, -0.167, -0.214, 0.109, 0.082, 0.072, 0.117, 0.116, 0.122, 0.114, 0.111, 0.053, 0.115, 0.113, 0.115, -0.012, -0.017, -0.019, 0.096, -0.127, -0.125, 0.092, -0.229, 0.052, -0.436, 0.645, -0.217, 0.061, -0.124, 0.094], "gap_ev": [6.52, 7.84], "multiplicity": 4, "homo_energy_ha": [-0.24739, -0.29413]}


> Which formula does entry 2 have?

C3H6O3S